a:
Formula: C99H209N11O11
Source: the Open Molecules 2025 dataset
Level of theory: ωB97M-V with the def2-TZVPD basis set

Cartesian coordinates (Å):
C1 19.5465 26.1189 15.7410
C2 19.9641 24.7113 15.3945
C3 20.9616 24.6769 14.1737
C4 22.3991 24.9027 14.4358
C5 22.8710 23.9430 15.6405
C6 22.0117 24.2141 16.9239
N1 20.5946 23.9987 16.5636
O1 19.7962 23.8606 17.7337
C7 22.4933 23.1792 17.9470
C8 22.4397 25.5936 17.5039
C9 18.7735 23.8808 15.0775
H1 18.8576 26.5175 14.9963
H2 20.2504 26.9390 15.8826
H3 19.0486 26.1307 16.7106
H4 20.8423 23.8637 13.4579
H5 20.6780 25.4995 13.5172
H6 22.5341 25.9616 14.6564
H7 23.0174 24.7287 13.5552
H8 23.8504 24.2696 15.9899
H9 22.8693 22.8992 15.3266
H10 22.2456 22.1989 17.5400
H11 23.5619 23.2483 18.1510
H12 22.0835 23.4064 18.9312
H13 23.4745 25.6622 17.8396
H14 22.1505 26.3794 16.8060
H15 21.7714 25.8728 18.3184
H16 18.9816 22.8288 14.8826
H17 18.3049 24.2102 14.1501
H18 18.0715 23.8853 15.9113
H19 19.6895 22.9082 17.7892
C10 20.2321 20.9146 13.0039
C11 21.1858 19.7136 12.7124
C12 20.8066 19.1823 11.2864
C13 21.4847 19.8857 10.1748
C14 22.9561 19.9147 10.4019
C15 23.4975 20.5265 11.7610
N2 22.6440 19.9988 12.8486
O2 22.9659 20.6439 13.9811
C16 24.9117 19.8693 11.8845
C17 23.6190 22.0778 11.6490
C18 20.8757 18.5124 13.7008
H20 20.4861 21.4340 13.9279
H21 19.1713 20.7212 12.8444
H22 20.4977 21.7340 12.3360
H23 21.0774 18.1266 11.2681
H24 19.7449 19.2436 11.0472
H25 21.0750 20.8945 10.1246
H26 21.1642 19.4248 9.2404
H27 23.2795 20.5721 9.5949
H28 23.3889 18.9325 10.2116
H29 25.4744 20.5391 12.5348
H30 24.9591 18.9344 12.4430
H31 25.3707 19.8811 10.8960
H32 24.0498 22.4786 12.5665
H33 24.1270 22.4457 10.7575
H34 22.5981 22.4452 11.5454
H35 21.3564 17.5417 13.5799
H36 19.8121 18.3002 13.5922
H37 21.0309 18.7643 14.7499
H38 23.2380 19.9329 14.5659
C19 13.2551 19.1081 23.7667
C20 12.1405 19.1620 22.6959
C21 10.7707 18.9955 23.4651
C22 10.2603 20.2401 24.1049
C23 10.1402 21.4112 23.0057
C24 11.4687 21.7427 22.3377
N3 12.0561 20.4147 21.9100
O3 13.2418 20.5129 21.2317
C25 11.2277 22.5471 21.0448
C26 12.4423 22.5783 23.2148
C27 12.1892 17.8672 21.8718
H39 14.2798 19.1975 23.4061
H40 13.2012 18.2553 24.4434
H41 13.1202 19.9784 24.4090
H42 9.9915 18.5768 22.8283
H43 10.9134 18.2221 24.2198
H44 10.9593 20.5643 24.8759
H45 9.2428 20.0746 24.4590
H46 9.8181 22.3121 23.5277
H47 9.4122 21.0278 22.2908
H48 12.2201 22.9401 20.8238
H49 10.7797 21.8984 20.2921
H50 10.4942 23.3533 21.0404
H51 12.5815 22.1940 24.2253
H52 13.4736 22.5650 22.8622
H53 11.9192 23.5324 23.1489
H54 13.0773 17.8990 21.2407
H55 11.3489 17.7012 21.1977
H56 12.2435 16.9630 22.4782
H57 13.0862 20.2223 20.3301
C28 20.3882 10.8334 19.3500
C29 19.3473 11.7344 18.6553
C30 19.0276 12.6892 19.7752
C31 18.1058 13.8127 19.3728
C32 18.7252 14.5608 18.1545
C33 19.2290 13.7622 16.9553
N4 19.8378 12.4536 17.4082
O4 20.2959 11.6721 16.2785
C34 18.1539 13.6491 15.8950
C35 20.2890 14.7065 16.2871
C36 18.1596 10.8493 18.3047
H58 21.2498 11.4424 19.6237
H59 20.8130 10.0975 18.6674
H60 20.0093 10.3087 20.2271
H61 18.6131 12.0959 20.5902
H62 19.8761 13.2663 20.1428
H63 18.0774 14.6089 20.1167
H64 17.1046 13.4387 19.1588
H65 19.3268 15.3969 18.5109
H66 17.8699 15.1991 17.9328
H67 17.5715 14.5681 15.8291
H68 18.5624 13.4066 14.9140
H69 17.4326 12.9062 16.2354
H70 19.8509 15.6241 15.8944
H71 21.0454 14.8751 17.0536
H72 20.7198 14.1607 15.4477
H73 18.3028 10.4676 17.2938
H74 17.2270 11.4114 18.2545
H75 18.0695 10.0272 19.0147
H76 21.2265 11.9081 16.2778
C37 21.8888 19.1474 26.9125
C38 22.4236 18.0765 25.9824
C39 21.2994 17.0503 25.5476
C40 21.4673 16.3764 24.1766
C41 21.6080 17.5054 23.1620
C42 22.8263 18.4201 23.3316
N5 22.8485 18.7906 24.7702
O5 24.0048 19.5982 25.0005
C43 24.1371 17.9127 22.7696
C44 22.5141 19.6694 22.4876
C45 23.6083 17.2475 26.6616
H77 21.2551 19.8705 26.3991
H78 22.7261 19.7093 27.3264
H79 21.2992 18.7157 27.7213
H80 21.3886 16.2355 26.2662
H81 20.3317 17.5238 25.7131
H82 20.6240 15.7442 23.8986
H83 22.4130 15.8443 24.0738
H84 20.7436 18.1688 23.1899
H85 21.8034 17.1248 22.1595
H86 24.1821 16.8367 22.9381
H87 24.3201 18.1548 21.7227
H88 24.9964 18.2380 23.3560
H89 23.3242 20.3981 22.5171
H90 22.3796 19.5463 21.4129
H91 21.5519 20.0976 22.7686
H92 23.2059 16.5531 27.3991
H93 24.4654 17.8264 27.0056
H94 23.9583 16.5293 25.9200
H95 23.6739 20.4993 24.9967
C46 16.0228 24.9248 17.8597
C47 14.4976 24.7517 17.5602
C48 13.7582 26.1286 17.7494
C49 14.0786 27.1074 16.6548
C50 13.7654 26.6097 15.2736
C51 14.2684 25.1913 15.0565
N6 14.0939 24.2853 16.2389
O6 14.3837 22.9654 16.0628
C52 13.2474 24.5629 14.0422
C53 15.6753 25.2337 14.5091
C54 13.8957 23.7395 18.6303
H96 16.5949 24.0080 17.7178
H97 16.3199 25.3966 18.7963
H98 16.4411 25.5364 17.0603
H99 12.7203 25.9370 18.0217
H100 14.0918 26.5702 18.6884
H101 15.0650 27.5485 16.7980
H102 13.5460 28.0351 16.8643
H103 14.3357 27.3160 14.6703
H104 12.7501 26.8929 14.9961
H105 13.2873 25.1150 13.1032
H106 13.4786 23.5502 13.7119
H107 12.1871 24.7164 14.2427
H108 15.8639 25.5597 13.4862
H109 16.2618 25.9569 15.0756
H110 16.0006 24.2048 14.3556
H111 14.4014 22.7740 18.6194
H112 12.8095 23.6489 18.6184
H113 14.1153 24.0516 19.6514
H114 15.2284 22.9752 15.6068
C55 15.2325 29.2230 23.6933
C56 15.9565 28.0307 24.3920
C57 14.8902 27.4111 25.3385
C58 13.8397 26.5963 24.6424
C59 14.4066 25.5481 23.6971
C60 15.4812 26.0345 22.7701
N7 16.4332 26.9572 23.5022
O7 17.5436 27.2678 22.7838
C61 16.1367 24.7838 22.1626
C62 14.7192 26.7814 21.5441
C63 17.1314 28.6171 25.2556
H115 15.1982 30.0815 24.3641
H116 14.2142 28.9859 23.3851
H117 15.6756 29.4516 22.7240
H118 15.3164 26.6875 26.0334
H119 14.3309 28.2243 25.8011
H120 13.0670 27.1516 24.1108
H121 13.2681 25.9987 25.3525
H122 13.5504 25.0897 23.2022
H123 14.7562 24.6027 24.1118
H124 15.3967 24.0694 21.8017
H125 16.7976 25.0778 21.3472
H126 16.6884 24.1475 22.8545
H127 14.0552 27.5799 21.8753
H128 15.4032 27.3150 20.8841
H129 14.1703 26.0077 21.0073
H130 17.6902 27.8101 25.7294
H131 16.7405 29.2511 26.0514
H132 17.8552 29.1774 24.6638
H133 18.1200 26.5645 23.0914
C64 14.1795 13.5645 11.7868
C65 15.2463 14.5016 11.2051
C66 14.2993 15.4431 10.4034
C67 14.9263 16.7747 10.0744
C68 15.5622 17.4267 11.3794
C69 16.6062 16.5717 12.0841
N8 15.9537 15.2510 12.2690
O8 16.5353 14.4006 13.1708
C70 17.8987 16.4973 11.2361
C71 16.8386 17.2402 13.4933
C72 16.1345 13.6979 10.2359
H134 13.7877 13.9221 12.7390
H135 14.6821 12.6476 12.0948
H136 13.3849 13.3946 11.0603
H137 14.1504 14.9779 9.4290
H138 13.3245 15.5587 10.8772
H139 14.1163 17.3940 9.6888
H140 15.7064 16.6094 9.3313
H141 14.7996 17.6210 12.1336
H142 15.9933 18.4007 11.1478
H143 17.7796 16.5652 10.1548
H144 18.5383 17.3126 11.5744
H145 18.5044 15.6160 11.4474
H146 17.4493 16.5449 14.0692
H147 17.4275 18.1334 13.2847
H148 15.9629 17.4598 14.1040
H149 16.9128 13.2054 10.8189
H150 16.4488 14.2200 9.3322
H151 15.6062 12.8497 9.8005
H152 15.8085 14.3753 13.7975
C73 22.0350 25.3714 23.5126
C74 20.5822 25.0859 23.1198
C75 20.3666 23.5674 22.6184
C76 20.3934 22.5334 23.7622
C77 19.3801 22.9402 24.8100
C78 19.4381 24.3691 25.4190
N9 19.6171 25.3185 24.2762
O9 19.6872 26.6448 24.7079
C79 18.0734 24.6468 26.1117
C80 20.5399 24.3917 26.4587
C81 20.2232 25.9240 21.9199
H153 22.0969 26.4245 23.7870
H154 22.6774 25.2501 22.6404
H155 22.4646 24.7567 24.3037
H156 19.4518 23.4930 22.0303
H157 21.1521 23.3660 21.8900
H158 21.4086 22.5929 24.1544
H159 20.2780 21.5247 23.3657
H160 19.6078 22.2870 25.6524
H161 18.3428 22.7717 24.5206
H162 17.8817 23.6912 26.5997
H163 18.2108 25.5328 26.7314
H164 17.2662 24.7508 25.3867
H165 20.9035 25.4193 26.4636
H166 20.2403 24.0971 27.4644
H167 21.3278 23.7217 26.1148
H168 20.1961 26.9851 22.1679
H169 19.1736 25.7939 21.6566
H170 21.0021 25.7505 21.1774
H171 18.8078 26.9967 24.5517
C82 16.6260 19.7055 20.3431
C83 17.6973 20.5714 19.7783
C84 19.0740 19.9909 20.1868
C85 19.4943 18.6659 19.4136
C86 19.4122 18.8113 17.8410
C87 18.0435 19.4378 17.4425
N10 17.6780 20.5591 18.3328
O10 16.6064 21.3509 17.8460
C88 18.2160 19.8992 15.9580
C89 16.9974 18.3001 17.4338
C90 17.6623 21.9988 20.2882
H172 16.8603 18.6575 20.1560
H173 15.6193 19.8225 19.9418
H174 16.3144 19.8437 21.3784
H175 19.9109 20.6271 19.8988
H176 19.0008 19.8486 21.2650
H177 18.9966 17.7673 19.7781
H178 20.4934 18.3709 19.7342
H179 19.3921 17.7545 17.5748
H180 20.2208 19.3737 17.3740
H181 18.9630 20.6929 15.9424
H182 18.7165 19.1152 15.3898
H183 17.3187 20.1420 15.3889
H184 17.2219 17.6936 18.3112
H185 15.9742 18.6744 17.4647
H186 16.8922 17.7939 16.4743
H187 18.0985 22.1545 21.2749
H188 16.6480 22.3976 20.2735
H189 18.2661 22.5784 19.5900
H190 15.9600 20.8629 18.3615
C91 25.7382 19.5488 19.3525
C92 25.6348 19.5013 17.8906
C93 26.8152 18.5291 17.3726
C94 26.5081 17.0154 17.2642
C95 25.0825 16.8129 16.6100
C96 23.8919 17.5947 17.2787
N11 24.2824 19.0691 17.4022
O11 23.2377 19.8148 17.9231
C97 22.7479 17.5442 16.2982
C98 23.5583 16.9143 18.7075
C99 26.0696 20.8540 17.3816
H191 25.2737 18.7011 19.8561
H192 25.2927 20.4052 19.8586
H193 26.7863 19.5709 19.6508
H194 27.0794 18.9535 16.4040
H195 27.7285 18.6621 17.9524
H196 26.6646 16.5355 18.2304
H197 27.2016 16.4870 16.6100
H198 24.9243 15.7386 16.5157
H199 25.2847 17.1905 15.6077
H200 21.9109 17.9631 16.8567
H201 22.9736 18.1038 15.3904
H202 22.5483 16.4976 16.0683
H203 22.8549 17.6395 19.1167
H204 23.1409 15.9359 18.4696
H205 24.3701 16.9081 19.4350
H206 25.4872 21.7150 17.7096
H207 26.1275 20.9843 16.3010
H208 27.1286 20.9637 17.6151
H209 23.0648 20.4481 17.2226

The calculation puts the LUMO energy at 0.3 eV. As for the HOMO-LUMO gap: 8.23 eV. As for the SMILES: CC1(C)CCCC(C)(C)N1O.CC1(C)CCCC(C)(C)N1O.CC1(C)CCCC(C)(C)N1O.CC1(C)CCCC(C)(C)N1O.CC1(C)CCCC(C)(C)N1O.CC1(C)CCCC(C)(C)N1O.CC1(C)CCCC(C)(C)N1O.CC1(C)CCCC(C)(C)N1O.CC1(C)CCCC(C)(C)N1O.CC1(C)CCCC(C)(C)N1O.CC1(C)CCCC(C)(C)N1O. As for the HOMO energy: -7.93 eV. As for the multiplicity: 1.

b:
Formula: C99H209N11O11
Source: the Open Molecules 2025 dataset
Level of theory: ωB97M-V with the def2-TZVPD basis set

Cartesian coordinates (Å):
C1 -1.2581 4.3905 -7.1585
C2 -2.0688 3.9717 -5.9385
C3 -3.6195 4.1674 -6.2205
C4 -4.3192 3.1596 -7.1638
C5 -4.0698 1.7542 -6.5346
C6 -2.5818 1.4236 -6.0690
N1 -1.8940 2.5863 -5.4421
O1 -0.6061 2.3879 -4.9059
C7 -2.7387 0.3993 -4.9170
C8 -1.7918 0.8082 -7.1904
C9 -1.8226 5.0589 -4.8674
H1 -1.4171 3.8207 -8.0740
H2 -0.1943 4.3576 -6.9232
H3 -1.5775 5.3844 -7.4720
H4 -4.1191 4.0954 -5.2544
H5 -3.9391 5.1342 -6.6094
H6 -3.9152 3.2365 -8.1732
H7 -5.4021 3.2431 -7.0710
H8 -4.3014 0.9955 -7.2821
H9 -4.8075 1.4936 -5.7756
H10 -3.2088 0.7714 -4.0067
H11 -3.2274 -0.5038 -5.2826
H12 -1.7477 0.0648 -4.6102
H13 -0.7539 0.7348 -6.8656
H14 -2.0966 -0.2033 -7.4588
H15 -1.8044 1.4586 -8.0650
H16 -1.9512 6.0513 -5.2993
H17 -0.7785 4.9458 -4.5758
H18 -2.4158 4.8492 -3.9773
H19 -0.7328 2.3707 -3.9544
C10 -2.2101 -5.0170 -2.2185
C11 -3.4211 -4.0738 -2.0892
C12 -4.5841 -5.0015 -2.5389
C13 -5.9816 -4.3584 -2.2242
C14 -6.0721 -4.2383 -0.7138
C15 -4.9783 -3.2457 -0.1508
N2 -3.6292 -3.7534 -0.6156
O2 -2.5317 -3.0160 -0.1043
C16 -5.2434 -1.8126 -0.6286
C17 -5.0224 -3.3353 1.3392
C18 -3.3449 -2.8111 -2.9628
H20 -1.3320 -4.3779 -2.1254
H21 -2.1007 -5.5045 -3.1872
H22 -1.9265 -5.7630 -1.4761
H23 -4.5765 -5.1012 -3.6243
H24 -4.5065 -6.0131 -2.1405
H25 -6.8335 -5.0043 -2.4367
H26 -6.0761 -3.5050 -2.8956
H27 -6.0119 -5.2519 -0.3174
H28 -7.0476 -3.8739 -0.3920
H29 -5.5801 -1.7800 -1.6648
H30 -6.0292 -1.4010 0.0049
H31 -4.4204 -1.1062 -0.5201
H32 -6.0556 -3.1160 1.6086
H33 -4.6302 -4.2420 1.7999
H34 -4.4329 -2.5975 1.8834
H35 -3.0896 -1.9358 -2.3654
H36 -4.2077 -2.5727 -3.5848
H37 -2.4218 -2.8890 -3.5371
H38 -2.0508 -3.6990 0.3688
C19 2.2090 0.9343 -1.7774
C20 1.4547 -0.0432 -0.8007
C21 1.6557 0.2890 0.7319
C22 1.2120 1.6752 1.1689
C23 -0.3523 1.5895 0.9326
C24 -0.7267 1.2503 -0.5237
N3 0.0171 0.0719 -1.0647
O3 -0.3904 -0.4018 -2.3261
C25 -2.1649 0.8308 -0.4316
C26 -0.7454 2.5757 -1.3177
C27 1.9381 -1.5317 -0.9331
H39 1.5922 1.2946 -2.6007
H40 3.1310 0.5008 -2.1649
H41 2.6259 1.7792 -1.2292
H42 1.0772 -0.3743 1.3749
H43 2.7272 0.1447 0.8706
H44 1.6266 2.4579 0.5336
H45 1.4249 1.8921 2.2157
H46 -0.6379 2.6056 1.2045
H47 -0.7649 0.8666 1.6363
H48 -2.6891 1.5164 0.2343
H49 -2.7246 0.8609 -1.3664
H50 -2.3475 -0.1502 0.0071
H51 -0.8116 2.4400 -2.3972
H52 -1.4646 3.2277 -0.8219
H53 0.2057 3.1069 -1.3532
H54 1.5025 -2.2745 -0.2648
H55 3.0154 -1.5433 -0.7676
H56 1.7536 -1.9234 -1.9335
H57 -0.7466 -1.2561 -2.0716
C28 6.1655 -3.2921 -1.6186
C29 7.0198 -2.2742 -0.8053
C30 8.4723 -2.2599 -1.3782
C31 8.6152 -1.6194 -2.7285
C32 8.0094 -0.2239 -2.7102
C33 6.5711 -0.1392 -2.1939
N4 6.5050 -0.8769 -0.9028
O4 5.3958 -0.6228 -0.1115
C34 6.4251 1.3709 -1.7556
C35 5.5045 -0.6244 -3.2285
C36 7.1785 -2.6461 0.7074
H58 6.0967 -3.1719 -2.6998
H59 5.1436 -3.4978 -1.3001
H60 6.6148 -4.2822 -1.5418
H61 9.0914 -1.7304 -0.6539
H62 8.7816 -3.2960 -1.5160
H63 8.0745 -2.0858 -3.5520
H64 9.6843 -1.5250 -2.9190
H65 8.0139 0.2089 -3.7106
H66 8.6560 0.4016 -2.0947
H67 6.6829 2.0982 -2.5254
H68 5.4134 1.6126 -1.4299
H69 7.0533 1.6392 -0.9062
H70 4.5924 -1.1422 -2.9318
H71 5.2429 0.2676 -3.7977
H72 6.0120 -1.3325 -3.8836
H73 6.1855 -2.5742 1.1512
H74 7.7849 -1.9475 1.2839
H75 7.4022 -3.6705 1.0051
H76 5.6264 0.0705 0.5112
C37 -6.5853 6.8823 -1.5404
C38 -5.6262 6.1702 -2.5572
C39 -4.1638 6.1528 -1.9913
C40 -3.9329 5.0645 -0.8561
C41 -4.3798 3.6983 -1.4610
C42 -5.8416 3.6606 -1.9181
N5 -6.1195 4.8275 -2.8349
O5 -7.3854 4.8206 -3.3795
C43 -6.0985 2.3037 -2.7099
C44 -6.7367 3.6779 -0.6494
C45 -5.5280 7.0340 -3.9207
H77 -7.5753 6.9869 -1.9844
H78 -6.2303 7.9127 -1.5226
H79 -6.5817 6.5174 -0.5133
H80 -3.3792 6.1945 -2.7467
H81 -4.0679 7.0771 -1.4215
H82 -4.5264 5.3040 0.0262
H83 -2.8998 4.9688 -0.5219
H84 -4.2482 2.9481 -0.6814
H85 -3.7761 3.2346 -2.2411
H86 -6.1895 1.3857 -2.1293
H87 -7.0281 2.3758 -3.2744
H88 -5.3793 2.0927 -3.5012
H89 -7.7374 4.1006 -0.7386
H90 -6.8692 2.6121 -0.4636
H91 -6.2284 4.1939 0.1652
H92 -4.9211 7.9370 -3.8537
H93 -6.4378 7.2715 -4.4720
H94 -5.0799 6.4898 -4.7521
H95 -7.3385 4.5173 -4.2891
C46 -2.0387 4.5149 3.3488
C47 -1.2287 4.7631 4.6469
C48 -0.6936 6.1930 4.4632
C49 -1.7225 7.3328 4.8027
C50 -2.2535 7.0781 6.2498
C51 -2.9449 5.6792 6.3263
N6 -2.0938 4.5934 5.7891
O6 -2.7989 3.3710 5.7379
C52 -2.8754 5.3571 7.8527
C53 -4.3390 5.7832 5.6698
C54 -0.0632 3.6988 4.7486
H96 -1.6030 4.8987 2.4263
H97 -2.9821 5.0608 3.3552
H98 -2.4053 3.4939 3.2430
H99 0.3695 6.2099 4.7034
H100 -0.7037 6.5210 3.4238
H101 -2.6002 7.3874 4.1588
H102 -1.2232 8.2917 4.6638
H103 -2.9807 7.8818 6.3656
H104 -1.5368 7.2767 7.0467
H105 -3.4037 6.1415 8.3947
H106 -3.2778 4.3668 8.0658
H107 -1.8570 5.3191 8.2395
H108 -4.8165 6.5944 6.2194
H109 -4.4331 6.0159 4.6091
H110 -4.8609 4.8298 5.7521
H111 0.9077 3.8571 4.2792
H112 -0.4427 2.7102 4.4902
H113 0.2120 3.5472 5.7923
H114 -2.3099 2.8147 6.3487
C55 -1.3522 -2.6309 3.4344
C56 -1.9754 -1.9964 4.6763
C57 -3.5479 -2.0771 4.4379
C58 -4.1595 -3.4258 4.6496
C59 -3.8445 -3.8974 6.0269
C60 -2.2829 -3.9043 6.2719
N7 -1.6599 -2.5565 5.9856
O7 -0.3255 -2.6410 6.2473
C61 -2.1848 -4.1115 7.8249
C62 -1.6015 -5.1401 5.6014
C63 -1.5164 -0.4693 4.6307
H115 -1.7036 -3.5990 3.0774
H116 -0.2784 -2.6882 3.6128
H117 -1.4491 -1.9917 2.5568
H118 -4.0736 -1.5263 5.2178
H119 -3.7996 -1.5538 3.5154
H120 -3.7733 -4.1593 3.9418
H121 -5.1900 -3.2491 4.3416
H122 -4.2819 -4.8923 6.1108
H123 -4.3487 -3.2612 6.7543
H124 -2.2671 -3.2266 8.4561
H125 -2.8898 -4.8051 8.2833
H126 -1.1619 -4.4318 8.0230
H127 -1.9395 -6.0748 6.0490
H128 -1.8527 -5.3395 4.5596
H129 -0.5186 -5.2114 5.7032
H130 -2.0332 0.0887 5.4115
H131 -1.7431 -0.0386 3.6554
H132 -0.4928 -0.3562 4.9877
H133 -0.2744 -2.1377 7.0631
C64 3.5834 -2.8036 5.1107
C65 4.0842 -1.5597 4.4613
C66 2.9075 -0.5300 4.5680
C67 3.3150 0.9025 4.2973
C68 4.5664 1.3322 4.9954
C69 5.7087 0.3430 4.8211
N8 5.3182 -1.0533 5.1030
O8 6.4562 -1.9162 5.0530
C70 6.2105 0.5311 3.5241
C71 6.7479 0.7953 5.8073
C72 4.2879 -1.6861 2.9199
H134 4.1885 -3.7002 4.9767
H135 2.5929 -3.0634 4.7371
H136 3.4522 -2.7174 6.1893
H137 2.0658 -0.8175 3.9380
H138 2.5685 -0.5505 5.6038
H139 2.5131 1.5841 4.5806
H140 3.3333 1.0461 3.2169
H141 4.3760 1.4028 6.0663
H142 4.8341 2.3455 4.6957
H143 5.6145 0.2800 2.6466
H144 6.3858 1.5912 3.3406
H145 7.0765 -0.0987 3.3204
H146 6.2909 0.8548 6.7951
H147 7.5104 0.0164 5.8168
H148 7.1093 1.8162 5.6845
H149 3.7479 -2.5305 2.4918
H150 5.3437 -1.7485 2.6562
H151 3.7939 -0.8947 2.3563
H152 6.2853 -2.3524 5.8909
C73 2.4792 -5.2244 -3.3489
C74 2.0727 -4.4955 -4.6447
C75 0.5242 -4.3664 -4.5663
C76 -0.2253 -3.6117 -5.6336
C77 0.5277 -2.2197 -5.8001
C78 2.0826 -2.2156 -5.8020
N9 2.6506 -3.1902 -4.7644
O9 4.0361 -3.2839 -4.6623
C79 2.5908 -2.4115 -7.2637
C80 2.5761 -0.7804 -5.3906
C81 2.4429 -5.4001 -5.8708
H153 3.5531 -5.3693 -3.2308
H154 1.9228 -6.1074 -3.0345
H155 2.3349 -4.5123 -2.5363
H156 0.1693 -5.3914 -4.4596
H157 0.3505 -3.9227 -3.5860
H158 -1.3072 -3.5915 -5.5026
H159 -0.1523 -4.1560 -6.5751
H160 0.1288 -1.4243 -5.1706
H161 0.3004 -1.8595 -6.8035
H162 2.3610 -3.4063 -7.6454
H163 2.2225 -1.7596 -8.0559
H164 3.6763 -2.3152 -7.2392
H165 2.1198 -0.5536 -4.4270
H166 3.6615 -0.6819 -5.3773
H167 2.2177 0.1224 -5.8853
H168 2.6101 -6.4113 -5.4998
H169 3.4574 -5.2361 -6.2340
H170 1.7095 -5.4555 -6.6753
H171 4.2294 -2.5658 -4.0553
C82 1.6689 -5.5417 3.0756
C83 0.9687 -6.7967 2.4584
C84 2.1747 -7.2751 1.5808
C85 2.0315 -8.6059 0.9578
C86 1.7372 -9.6925 2.0671
C87 0.6582 -9.2850 3.0856
N10 0.7710 -7.8462 3.4673
O10 -0.1718 -7.5580 4.3832
C88 -0.7489 -9.6621 2.5407
C89 1.1093 -10.1277 4.3900
C90 -0.3227 -6.3264 1.6362
H172 2.5025 -5.8070 3.7259
H173 0.9310 -5.0617 3.7184
H174 1.9745 -4.7318 2.4132
H175 2.4363 -6.6357 0.7377
H176 3.1232 -7.3996 2.1033
H177 2.9209 -9.0487 0.5094
H178 1.2937 -8.4123 0.1792
H179 2.6852 -9.9628 2.5322
H180 1.5231 -10.6014 1.5047
H181 -0.7211 -10.6954 2.1950
H182 -1.5763 -9.5626 3.2433
H183 -1.0057 -9.0879 1.6505
H184 0.3425 -9.9900 5.1524
H185 1.1865 -11.1823 4.1257
H186 2.1380 -9.8444 4.6124
H187 -0.2225 -5.2980 1.2892
H188 -1.2566 -6.2006 2.1841
H189 -0.5087 -6.9553 0.7656
H190 0.4127 -7.2305 5.0707
C91 -0.6055 6.1634 0.0884
C92 0.8694 6.4932 -0.2690
C93 1.6467 5.7720 0.8602
C94 3.1518 5.5557 0.6169
C95 3.3407 4.7938 -0.7249
C96 2.6544 5.5816 -1.9241
N11 1.2537 5.8730 -1.5783
O11 0.3737 6.1863 -2.6332
C97 3.5906 6.7739 -2.3743
C98 2.6341 4.5207 -3.0627
C99 1.0503 8.0301 -0.3125
H191 -0.7335 6.5723 1.0906
H192 -0.7422 5.0989 0.2786
H193 -1.3311 6.7088 -0.5150
H194 1.4265 6.3406 1.7638
H195 1.2559 4.7702 1.0384
H196 3.6754 5.0107 1.4024
H197 3.7222 6.4819 0.5465
H198 2.8305 3.8307 -0.7039
H199 4.4043 4.6532 -0.9174
H200 3.7681 7.3859 -1.4900
H201 4.5194 6.4416 -2.8381
H202 3.1114 7.2918 -3.2052
H203 1.8017 3.8171 -3.0687
H204 2.4701 5.0461 -4.0036
H205 3.5556 3.9398 -3.1022
H206 0.4435 8.4961 -1.0889
H207 2.1036 8.2886 -0.4212
H208 0.7452 8.4601 0.6415
H209 0.6717 7.0750 -2.8404

The calculation puts the LUMO energy at 0.4 eV. As for the HOMO-LUMO gap: 8.17 eV. As for the SMILES: CC1(C)CCCC(C)(C)N1O.CC1(C)CCCC(C)(C)N1O.CC1(C)CCCC(C)(C)N1O.CC1(C)CCCC(C)(C)N1O.CC1(C)CCCC(C)(C)N1O.CC1(C)CCCC(C)(C)N1O.CC1(C)CCCC(C)(C)N1O.CC1(C)CCCC(C)(C)N1O.CC1(C)CCCC(C)(C)N1O.CC1(C)CCCC(C)(C)N1O.CC1(C)CCCC(C)(C)N1O. As for the HOMO energy: -7.78 eV. As for the multiplicity: 1.

Stability ranking, top entry: a; the second entry is 0.0028 hartree less favorable.